The following is a DFT calculation (wB97M-V/def2-TZVPD) of a 5-piece molecular cluster, C43H63F16N6O12 overall in a non-equilibrium geometry.

XYZ file:
```
140
Properties=species:S:1:pos:R:3
C 6.04265 2.17176 -0.25430
C 5.86122 1.33538 -1.48082
O 6.38879 0.27476 -1.57097
O 5.05293 1.80347 -2.47864
C 3.70520 1.88078 -1.96176
C 2.71585 1.53563 -3.06525
C 1.65989 0.51504 -2.65091
C 0.85584 0.98672 -1.43755
C -0.38585 0.11450 -1.10481
C -0.39107 -0.52516 0.28986
C -1.61290 -0.22054 1.22844
C -2.46521 0.95680 0.70154
C -1.81266 2.30395 0.56018
O -2.32730 3.16947 -0.08501
C -1.14658 0.14274 2.64766
C -2.18582 0.57428 3.69584
N -2.45688 1.99950 3.62766
N -1.53202 0.28312 4.99293
N -3.46098 -0.14809 3.62131
N -2.54621 -1.34890 1.20863
C -2.53340 -2.07904 -0.02559
C -3.76690 -2.97280 -0.01314
F -4.84080 -2.16001 0.00042
F -3.85506 -3.74961 -1.08614
F -3.81945 -3.73508 1.08535
C -1.18421 -2.77080 -0.36354
C -1.12900 -4.29495 -0.20181
C -1.32588 -5.06800 -1.47377
O -1.13220 -6.21112 -1.56099
F -1.70752 -4.35206 -2.52261
N -0.01286 -2.02383 0.26748
C 0.28538 -2.52836 1.63400
N 1.38906 -1.86538 2.28454
C 1.22388 -2.17943 -0.60754
C 1.98239 -3.47830 -0.55657
C 1.71114 -4.42456 -1.56756
C 2.37986 -5.64766 -1.63422
C 3.36085 -5.97736 -0.68924
C 4.06589 -7.29183 -0.71321
C 3.66259 -5.01569 0.29858
C 2.98984 -3.79142 0.36412
H 5.77861 3.21505 -0.39072
H 5.45918 1.76351 0.56330
H 7.08125 2.12059 0.04217
H 3.60714 1.17653 -1.13559
H 3.51242 2.87019 -1.54981
H 3.28971 1.15047 -3.90266
H 2.23486 2.44197 -3.41956
H 0.97242 0.44531 -3.48988
H 2.16190 -0.43298 -2.48724
H 1.52170 1.06444 -0.57770
H 0.53358 1.99906 -1.66152
H -1.23205 0.76298 -1.27499
H -0.45927 -0.60885 -1.91224
H 0.44912 -0.06283 0.79600
H -3.36427 1.02477 1.29544
H -2.82316 0.70670 -0.29250
H -0.83701 2.51943 1.03077
H -0.57098 -0.64493 3.11329
H -0.44926 0.96775 2.53701
H -1.63602 2.52299 3.36253
H -2.79999 2.33326 4.51612
H -1.28769 -0.69635 5.07059
H -2.14088 0.54609 5.75257
H -4.21467 0.47662 3.37162
H -3.66905 -0.57227 4.51092
H -2.58092 -1.90315 2.05023
H -2.72377 -1.36026 -0.81784
H -1.03434 -2.60407 -1.42193
H -1.88173 -4.67814 0.47962
H -0.18764 -4.67874 0.16738
H -0.59564 -2.46013 2.25767
H 0.49120 -3.59171 1.58648
H 1.89143 -1.16010 1.77776
H 1.22658 -1.62671 3.24568
H 1.88376 -1.35768 -0.35074
H 0.95493 -2.03821 -1.64163
H 0.97445 -4.19990 -2.32941
H 2.14594 -6.35201 -2.41582
H 5.12620 -7.17779 -0.52292
H 3.67034 -7.90204 0.09720
H 3.89218 -7.83812 -1.63103
H 4.43723 -5.24306 1.01616
H 3.27296 -3.08990 1.13188
C -7.75154 -0.82346 -0.62943
C -6.92515 0.41225 -0.34710
O -7.48388 1.58545 -0.96260
C -8.47398 2.17011 -0.29854
O -8.93505 1.82429 0.74675
C -8.93214 3.42798 -1.05947
F -9.05994 3.17979 -2.36558
F -8.02043 4.39944 -0.90293
F -10.09372 3.85683 -0.58918
H -7.87929 -0.96001 -1.70360
H -7.25695 -1.70102 -0.21898
H -8.74338 -0.74866 -0.18583
H -5.93133 0.31077 -0.78053
H -6.80840 0.57988 0.72364
C -4.41270 5.41845 -1.58121
C -3.51080 4.82250 -2.63905
O -3.49596 5.63605 -3.82864
C -2.68410 6.68192 -3.80313
O -1.96244 7.01036 -2.90879
C -2.75518 7.42284 -5.15126
F -4.01915 7.57378 -5.55366
F -2.09702 6.71792 -6.08328
F -2.19283 8.62013 -5.05274
H -5.41546 5.57272 -1.97991
H -4.47145 4.75162 -0.72268
H -4.03576 6.38368 -1.24496
H -3.88626 3.85096 -2.95501
H -2.49585 4.68738 -2.26972
C 2.42521 -2.12264 10.22696
C 1.88986 -1.87240 8.83483
O 0.50063 -1.47986 8.86971
C 0.26802 -0.20395 9.14125
O 1.07530 0.65133 9.34099
C -1.24952 0.05477 9.13382
F -1.91418 -0.89988 9.78472
F -1.70421 0.07709 7.85970
F -1.53233 1.22323 9.68663
H 1.81044 -2.85881 10.74461
H 3.44759 -2.49378 10.17359
H 2.42128 -1.20854 10.81897
H 1.91271 -2.78606 8.24459
H 2.47125 -1.11530 8.30999
C 7.26799 0.75808 -4.66908
C 7.39555 0.07780 -6.01392
O 7.25168 1.01906 -7.09574
C 8.33272 1.72241 -7.40062
O 9.40467 1.65615 -6.87848
C 8.02452 2.64839 -8.59187
F 6.84810 3.26544 -8.43031
F 7.96983 1.92942 -9.71996
F 8.97041 3.56935 -8.72118
H 6.33718 1.31691 -4.59710
H 7.30001 0.02376 -3.86707
H 8.08476 1.46583 -4.52191
H 6.59517 -0.64539 -6.15659
H 8.34221 -0.45208 -6.10839
```

The value obtained for the gap between HOMO and LUMO is 9.502 eV. As for the total charge: +1.